{
  "formula": "C5H8N2",
  "method": "ωB97M-V with the def2-TZVPD basis set",
  "elements": ["N", "N", "C", "C", "C", "C", "C", "H", "H", "H", "H", "H", "H", "H", "H"],
  "coordinates": [[-0.006217, -0.003428, -0.325027], [2.082599, 0.864738, -0.077223], [2.234838, -0.253248, 0.404987], [0.815356, 0.913799, -0.641096], [-1.354097, 0.099171, -0.810506], [-2.329834, 0.181691, 0.356700], [2.685025, -1.398356, 0.818200], [-1.566775, -0.796376, -1.402311], [-1.471496, 0.970352, -1.472349], [-2.219540, -0.684469, 1.016657], [2.322908, -1.931174, 1.679548], [-3.360449, 0.211709, -0.008507], [-2.147888, 1.083307, 0.950419], [3.724426, -1.069780, 0.717790], [0.591147, 1.812060, -1.207285]],
  "forces_ev_per_a": [[0.0, 0.5, -0.3], [-0.4, 0.1, 0.4], [0.6, -0.2, 0.5], [-0.6, 0.0, -0.1], [-0.4, 0.0, -0.2], [-0.1, 0.0, 0.0], [0.3, 0.9, 0.2], [0.0, 0.1, 0.0], [-0.1, -0.1, 0.0], [0.0, 0.1, -0.1], [0.0, -0.1, 0.0], [0.1, 0.0, 0.1], [0.0, -0.1, -0.1], [0.8, -1.3, -0.1], [-0.1, 0.0, -0.3]],
  "nbo_charge": [-0.46, -0.54, 0.59, 0.25, -0.23, -0.61, -0.69, 0.20, 0.16, 0.21, 0.26, 0.21, 0.20, 0.28, 0.17],
  "e_lumo_ev": 0.733,
  "smiles": "C=C=N/C=N/CC",
  "fmax_ev_per_a": 1.49,
  "relative_energy_kcal_mol": 75.1,
  "homo_lumo_gap_ev": 9.5
}

---

{
  "formula": "C2H10N2",
  "method": "ωB97M-V with the def2-TZVPD basis set",
  "elements": ["N", "N", "C", "C", "H", "H", "H", "H", "H", "H", "H", "H", "H", "H"],
  "coordinates": [[-0.272354, 0.450275, -0.930666], [-2.746827, -0.067603, 1.455960], [2.092879, -0.252769, -0.196316], [1.068549, -0.071438, -1.320152], [1.476151, 0.522986, -2.126671], [-0.176516, 0.980119, -0.073768], [1.712205, 0.244212, 0.670612], [2.189471, -1.262157, 0.089886], [-0.832517, -0.367205, -0.730518], [-1.936500, 0.495496, 1.713670], [3.033555, 0.235130, -0.429006], [-3.498681, 0.601087, 1.311446], [-2.952636, -0.490835, 2.360475], [0.843220, -1.017297, -1.794951]],
  "forces_ev_per_a": [[0.9, -0.4, -0.2], [0.3, 0.2, 0.8], [-0.6, 1.2, -0.6], [-0.7, -0.1, -0.2], [0.1, 0.5, 0.0], [-0.2, 0.1, 0.0], [-0.2, 0.5, 0.7], [0.5, -1.3, 0.2], [-0.4, 0.3, 0.3], [0.0, 0.1, -0.4], [0.3, -0.3, -0.1], [0.0, 0.0, -0.1], [-0.3, -0.3, -0.2], [0.2, -0.4, -0.1]],
  "nbo_charge": [-0.82, -1.06, -0.63, -0.22, 0.18, 0.34, 0.20, 0.21, 0.36, 0.35, 0.21, 0.36, 0.35, 0.18],
  "e_lumo_ev": 1.001,
  "smiles": "CCN.N",
  "fmax_ev_per_a": 1.47,
  "relative_energy_kcal_mol": 7.4,
  "homo_lumo_gap_ev": 10.2
}